[1]
C4H9N3O2 as an isolated structure in a non-equilibrium geometry. Source: the OMol25 dataset; level of theory: ωB97M-V/def2-TZVPD.

Computed properties:
energy = -472.42239 Eh
frontier orbital gap = 8.3473 eV
highest occupied orbital energy = -7.83 eV
ΔE to the lowest compared entry with this formula, charge and spin = 4.660 eV
F_max = 2.29 eV Å⁻¹

Geometry as XYZ:
```
18
Properties=species:S:1:pos:R:3:forces:R:3:lowdin_charge:R:1
C 2.567438 0.826900 0.334599 0.1179 -0.1225 -0.1269 -0.145
N -0.588138 -0.735771 0.310825 -0.9939 0.4171 -0.3748 -0.100
C -2.033225 -0.830052 0.449127 0.4905 0.6854 0.4734 -0.505
C 0.001938 0.174312 -0.439048 1.4616 -0.5220 1.3687 -0.143
N 0.221730 -1.306911 1.295948 1.2122 0.6567 0.3924 0.027
N -2.747590 -0.227926 -0.529708 -0.0975 -0.0794 -0.2292 0.182
C 0.133591 0.547909 -1.690191 0.2368 0.3730 0.0277 0.055
O 1.234882 0.818266 0.798770 -0.9948 0.4525 -1.3776 -0.223
O -2.499582 -1.380204 1.415646 0.1076 -0.3109 -0.3339 0.087
H -0.403048 -1.755148 1.963201 0.1131 0.4406 0.0418 0.057
H 0.929425 -0.242320 1.462275 -1.3094 -1.8559 -0.3007 0.113
H -2.326659 0.444383 -1.149024 0.0553 -0.1227 0.0088 0.082
H -3.745315 -0.203232 -0.402765 0.0977 0.0125 0.0928 0.116
H 3.042542 1.779767 0.582497 -0.1167 -0.0450 0.0777 0.082
H 2.640552 0.699267 -0.752863 -0.2018 -0.0019 0.0389 0.072
H 3.137945 0.010280 0.788162 -0.0163 0.0287 0.0333 0.085
H -0.175327 -0.105037 -2.496707 -0.1672 -0.0076 0.1407 0.083
H 0.608843 1.485519 -1.940744 0.0050 0.0013 0.0469 0.074
```
Positions in Å, forces in eV/Å.

---

[2]
An isolated molecule of C4H5NO in a non-equilibrium geometry. Source: the OMol25 dataset; level of theory: ωB97M-V/def2-TZVPD.

Computed properties:
energy = -285.34935 Eh
frontier orbital gap = 11.7083 eV
SMILES = N#CC[C@H]1CO1
highest occupied orbital energy = -10.81 eV
ΔE to the lowest compared entry with this formula, charge and spin = 1.775 eV
F_max = 1.14 eV Å⁻¹

Geometry as XYZ:
```
11
Properties=species:S:1:pos:R:3:forces:R:3:lowdin_charge:R:1
N -2.072855 0.546616 1.275272 1.0664 0.2462 0.3060 0.154
C -0.918199 0.613194 1.249303 -1.0872 -0.0177 0.0837 -0.233
C 0.512485 0.522807 0.938968 0.0210 -0.0092 -0.0465 -0.105
C 0.558411 -0.547992 -0.152300 -0.0972 -0.1544 0.1778 -0.322
C -0.300564 -0.373128 -1.314573 -0.2111 -0.0354 -0.1357 -0.114
O 1.120395 -0.259935 -1.413291 0.1881 0.0845 -0.0533 -0.022
H 1.096608 0.244969 1.822536 -0.1407 0.0507 -0.1712 0.120
H 0.882040 1.487911 0.574586 -0.1001 -0.1902 -0.0277 0.134
H 0.741122 -1.557936 0.212311 0.0025 0.1088 -0.0637 0.150
H -0.776882 -1.241859 -1.763202 0.2555 0.0808 -0.1070 0.119
H -0.842561 0.565354 -1.429610 0.1028 -0.1642 0.0378 0.120
```
Positions in Å, forces in eV/Å.

---

[3]
C18H13N4O7Sn as an isolated structure in a non-equilibrium geometry. Source: the OMol25 dataset; level of theory: ωB97M-V/def2-TZVPD.

Computed properties:
energy = -1653.12135 Eh
frontier orbital gap (alpha / beta) = 4.3780 / 3.8255 eV
highest occupied orbital energy (alpha / beta) = -11.18 / -11.18 eV
total charge = +1
F_max = 1.61 eV Å⁻¹

Geometry as XYZ:
```
43
Properties=species:S:1:pos:R:3:forces:R:3:lowdin_charge:R:1
Sn -0.133877 -0.837944 -0.771407 -0.0887 -0.0182 -0.1387 1.208
O -2.665757 -0.637863 3.202805 -0.2662 -0.8829 -0.0043 0.300
C -2.121270 -0.183424 2.112295 0.0441 1.1725 1.1077 -0.497
O -2.169703 -0.607823 1.001212 -0.2212 -0.5269 -0.5890 0.033
C -1.430888 1.090603 2.575398 0.6175 0.3927 -0.4452 0.037
C -1.771584 1.763428 3.724019 -0.2325 -0.3008 -0.3026 0.095
C -1.107468 2.942769 4.042395 0.0481 0.1711 0.1714 -0.039
C -0.064901 3.487705 3.291525 0.0359 -0.1373 -0.1086 0.116
C 0.311536 2.826642 2.164032 0.0428 0.0728 -0.0386 0.022
C -0.353208 1.607482 1.701127 -0.1009 -0.1617 0.2048 -0.214
O -0.034818 1.052272 0.649737 -0.0445 0.2035 0.0681 -0.074
N 1.465078 3.388330 1.417103 -0.1589 -0.3958 -0.1079 -0.326
O 1.912257 2.743105 0.494092 0.1235 0.1469 0.0722 0.105
O 1.875854 4.446930 1.813322 0.2345 0.4060 0.0011 0.127
N -1.522594 3.664615 5.271863 -0.0233 -0.0837 -0.0159 -0.338
O -2.430799 3.176794 5.901655 -0.0672 -0.0361 0.0373 0.127
O -0.916076 4.673608 5.536271 0.0761 0.1073 0.0019 0.131
H -2.559050 1.426458 4.385217 0.0127 0.0015 -0.0519 0.145
H 0.430883 4.396005 3.610460 -0.0436 -0.0727 -0.0396 0.149
C 4.136847 2.115979 -2.776451 0.0404 0.0545 -0.0396 -0.003
N 4.031650 1.166986 -1.669580 0.1291 -0.0067 -0.0430 -0.174
C 5.098328 1.111907 -0.672457 0.0770 0.0311 0.0445 -0.005
C 2.926629 0.533318 -1.462530 -0.4207 -0.1245 0.0649 -0.232
N 1.939965 -0.049311 -1.287260 0.1261 0.0267 -0.0441 0.057
H 5.085551 1.952568 -3.286468 -0.0311 0.0279 -0.0063 0.099
H 4.090519 3.138119 -2.399303 0.0083 0.0005 -0.0226 0.100
H 3.321567 1.945417 -3.474471 0.0192 0.0302 -0.0096 0.101
H 6.045412 0.944866 -1.183911 -0.0018 0.0040 0.0377 0.099
H 4.908915 0.286817 0.009278 0.0271 0.0177 0.0127 0.102
H 5.138455 2.048614 -0.115440 0.0211 -0.0106 0.0053 0.098
C 0.779542 -1.728343 0.906401 0.2368 -0.3971 0.6235 -0.238
C 1.203608 -2.318400 1.885188 -0.2486 0.3016 -0.4751 -0.108
C 1.703348 -3.012561 3.035878 0.0110 0.0171 -0.0156 -0.261
C 2.132104 -2.293848 4.155427 -0.0118 -0.1045 -0.0690 -0.045
C 2.611653 -2.965871 5.264825 -0.0028 -0.1800 -0.0106 -0.076
C 2.668065 -4.355868 5.266041 -0.0449 0.0749 -0.1011 -0.069
C 2.243498 -5.072831 4.152814 0.0477 0.0865 0.1286 -0.068
C 1.761747 -4.408603 3.039293 0.0020 0.1249 0.0493 -0.030
H 2.092565 -1.212749 4.149137 -0.0133 0.0202 -0.0419 0.107
H 2.943211 -2.406934 6.127765 0.0223 0.0044 0.0572 0.106
H 3.042858 -4.878999 6.133437 0.0216 -0.0291 0.0466 0.107
H 2.286708 -6.152218 4.151807 0.0132 -0.0487 0.0251 0.109
H 1.429710 -4.962996 2.173046 -0.0160 0.0210 -0.0394 0.118
```
Positions in Å, forces in eV/Å.

---

[4]
An isolated molecule of C22H36N2O2. Source: the OMol25 dataset; level of theory: ωB97M-V/def2-TZVPD.

Computed properties:
energy = -1119.95635 Eh
frontier orbital gap = 9.5728 eV
SMILES = CCCCCCCCNC(=O)CCNC(=O)c1ccc(C(C)(C)C)cc1
highest occupied orbital energy = -9.06 eV
ΔE to the lowest compared entry with this formula, charge and spin = 0.136 eV
F_max = 0.63 eV Å⁻¹

Geometry as XYZ:
```
62
Properties=species:S:1:pos:R:3:forces:R:3:lowdin_charge:R:1
C -6.583496 -2.940967 -1.148969 0.1821 -0.1547 0.0859 -0.115
C -5.177733 -3.238628 -0.640737 0.0272 0.2165 -0.1153 -0.274
C -4.486427 -2.013751 -0.040796 -0.2068 -0.2357 0.1458 -0.235
C -5.156048 -1.515049 1.239596 0.3253 0.0634 -0.0006 -0.221
C -4.317940 -0.476014 1.985321 -0.2773 0.0726 -0.2271 -0.218
C -4.163123 0.832537 1.215289 0.2204 -0.1041 0.3774 -0.211
C -3.330558 1.855294 1.984811 -0.1273 0.1105 -0.3994 -0.184
H -3.876892 2.192457 2.867371 0.0191 -0.0058 0.0918 0.114
H -2.400395 1.389741 2.320685 0.0272 -0.0264 0.1086 0.112
C -2.979725 3.065123 1.116402 -0.1501 0.0719 0.2539 -0.178
N -2.080244 2.688898 0.051585 0.1671 -0.0248 0.4695 0.059
C -2.436336 2.693626 -1.242664 0.5011 -0.0434 -0.3733 -0.523
O -3.478140 3.150917 -1.669461 -0.4115 0.0793 -0.1734 0.049
C -1.374182 2.085258 -2.161783 -0.2929 0.0185 0.0429 -0.064
H -1.720370 2.191133 -3.189471 -0.0091 0.0607 0.0869 0.113
H -0.457791 2.667857 -2.046383 0.0062 -0.0396 -0.0239 0.123
C -1.085898 0.608102 -1.823907 -0.0473 0.1042 0.1147 -0.151
N 0.316459 0.350373 -1.575613 0.1003 -0.2182 -0.1729 0.067
C 0.889465 0.618790 -0.380119 0.0099 -0.1931 -0.4162 -0.433
O 0.250069 1.064682 0.562027 -0.0515 0.1459 0.2446 0.052
C 2.343652 0.332480 -0.283764 0.3512 -0.0807 0.1327 -0.139
C 2.978172 -0.651636 -1.032494 -0.2112 0.1575 0.0607 -0.021
C 4.334192 -0.881715 -0.884053 0.1365 -0.0015 -0.0064 -0.016
C 5.102554 -0.140224 0.006952 -0.0635 -0.0712 -0.0698 -0.171
C 4.452843 0.835844 0.761005 -0.0590 -0.0013 -0.0188 -0.018
C 3.099973 1.065067 0.626629 -0.1456 0.0001 -0.0465 0.001
H 2.605550 1.816804 1.223468 -0.0449 0.0492 0.0562 0.120
H 5.007360 1.428574 1.472209 0.0826 0.0599 0.0682 0.111
C 6.594488 -0.360143 0.193125 0.2210 -0.0440 0.0185 -0.561
C 7.335144 0.945112 -0.131302 -0.0858 -0.1503 0.0282 -0.043
H 7.027976 1.751553 0.528442 -0.0183 0.1166 0.0632 0.076
H 8.407591 0.803096 -0.018026 0.1344 -0.0029 0.0212 0.085
H 7.133838 1.247688 -1.156951 0.0045 0.0634 -0.1018 0.091
C 6.859270 -0.761141 1.651329 -0.0289 0.0371 -0.1667 -0.042
H 7.921314 -0.942067 1.801400 0.1315 -0.0142 0.0347 0.085
H 6.315943 -1.671532 1.895845 -0.0385 -0.0958 0.0637 0.092
H 6.546212 0.017622 2.340898 -0.0293 0.0760 0.1076 0.077
C 7.148802 -1.461823 -0.714179 -0.1334 0.1793 0.1371 -0.067
H 6.679292 -2.419310 -0.500810 -0.0418 -0.1350 -0.0339 0.085
H 8.217674 -1.567929 -0.541264 0.0902 -0.0066 0.0181 0.085
H 7.002427 -1.216729 -1.763699 -0.0142 -0.0319 -0.1392 0.086
H 4.784015 -1.660043 -1.478451 0.0874 -0.0799 -0.0390 0.102
H 2.414633 -1.271929 -1.715503 -0.0516 -0.0512 -0.0452 0.111
H 0.905637 0.143365 -2.364931 0.0448 0.0112 0.1299 0.135
H -1.624779 0.319085 -0.917165 0.0035 -0.0348 -0.1622 0.112
H -1.410452 -0.042541 -2.637082 0.0145 0.0256 0.0915 0.124
H -1.228374 2.206728 0.333091 -0.0839 0.0334 -0.2108 0.095
H -2.503278 3.837860 1.729391 -0.1147 0.0027 -0.0668 0.117
H -3.876150 3.481362 0.650525 0.0978 0.0355 0.0983 0.119
H -5.148300 1.252660 1.002345 -0.0595 0.0238 -0.0927 0.126
H -3.679408 0.635535 0.257849 -0.0350 0.0202 -0.0953 0.090
H -4.790865 -0.265525 2.948072 0.0630 0.0010 0.0801 0.112
H -3.327733 -0.891578 2.189804 0.0513 -0.0197 0.0734 0.113
H -5.323699 -2.368367 1.902159 -0.0991 -0.0519 -0.0079 0.113
H -6.128326 -1.080819 1.002046 -0.1192 -0.0286 0.0447 0.108
H -4.475752 -1.216620 -0.786348 0.0929 0.0533 -0.0674 0.105
H -3.448982 -2.275125 0.185660 0.0843 0.0753 -0.0106 0.112
H -4.572532 -3.607654 -1.472915 0.0096 -0.0860 0.0366 0.101
H -5.223581 -4.031757 0.109564 0.0691 -0.0628 -0.0016 0.104
H -7.243206 -2.667403 -0.330010 -0.1349 0.0542 0.0423 0.064
H -6.563051 -2.121049 -1.863648 -0.0545 0.1063 -0.0914 0.074
H -7.000801 -3.816169 -1.642369 -0.1157 -0.0285 -0.0530 0.066
```
Positions in Å, forces in eV/Å.